[1]
Below is C5H13ClNO8P2Sc as an isolated structure, with properties calculated with ωB97M-V/def2-TZVPD.

Geometry as XYZ:
```
31
Properties=species:S:1:pos:R:3
Sc -0.01 0.35 -0.33
N 1.31 0.27 3.63
C 1.20 0.33 2.30
O 0.12 0.05 1.75
C 2.39 0.74 1.48
C 2.23 0.18 0.04
H 0.51 0.03 4.18
H 2.17 0.51 4.09
H 3.31 0.43 1.98
H 2.38 1.83 1.45
H 2.59 -0.85 0.04
H 2.91 0.74 -0.61
C -3.49 -1.15 -3.34
C -2.04 -1.16 -2.88
O -1.22 -2.04 -3.63
P -1.28 0.51 -2.97
O -1.17 0.66 -4.55
O -2.24 1.68 -2.55
O 0.08 0.58 -2.33
P -1.91 -1.64 -1.09
O -0.30 -1.95 -0.93
O -1.97 -0.27 -0.41
O -2.73 -2.78 -0.68
H -3.56 -0.75 -4.35
H -4.10 -0.54 -2.66
H -3.88 -2.17 -3.32
H -1.35 -1.85 -4.57
H -0.58 1.38 -4.82
H -2.01 2.08 -1.68
H -0.11 -2.87 -1.18
Cl -0.67 2.59 -0.07
```

Output
**HOMO level**: -8.27 eV
**Energy relative to the best compared isomer or geometry (same formula, charge and spin)**: 6.4 kcal/mol
**HOMO-LUMO gap**: 0.31599 Eh
**LUMO energy**: 0.33 eV
**Net charge**: 0

---

[2]
Below is a 2-piece molecular cluster, C2H7NOS overall, with properties calculated with ωB97M-V/def2-TZVPD.

Geometry as XYZ:
```
12
Properties=species:S:1:pos:R:3
S 1.28 2.13 -0.13
H 1.82 2.63 0.98
O -1.85 0.02 1.05
C -1.53 0.07 -0.10
C -0.38 -0.78 -0.62
N 0.69 -0.79 0.37
H -2.07 0.69 -0.82
H -0.78 -1.77 -0.79
H -0.01 -0.42 -1.58
H 1.45 -1.39 0.05
H 1.06 0.81 0.38
H 0.32 -1.20 1.21
```

Output
**HOMO level**: -8.87 eV
**Energy relative to the best compared isomer or geometry (same formula, charge and spin)**: 30.1 kcal/mol
**HOMO-LUMO gap**: 0.35108 Eh
**LUMO energy**: 0.69 eV
**SMILES**: NCC=O.S
**Net charge**: 0

---

[3]
Below is C4H8N2S2 as an isolated structure, with properties calculated with ωB97M-V/def2-TZVPD.

Geometry as XYZ:
```
16
Properties=species:S:1:pos:R:3
C -2.09 -0.21 1.09
C -1.47 0.24 -0.35
C 0.76 1.14 -0.47
C 2.97 0.25 -0.47
H -3.32 -0.74 0.95
H -2.05 0.63 2.00
H -1.20 -1.18 1.17
H -2.03 -0.51 -1.16
H -1.89 1.28 -0.56
H 0.85 -1.79 0.32
H 0.12 1.86 0.06
H 3.76 0.20 -1.25
N -0.05 -0.03 -0.44
N 2.08 1.21 -0.75
S 0.47 -1.67 -0.96
S 3.09 -0.69 0.81
```

Output
**HOMO level**: -8.33 eV
**Energy relative to the best compared isomer or geometry (same formula, charge and spin)**: 108.2 kcal/mol
**HOMO-LUMO gap**: 0.30199 Eh
**LUMO energy**: -0.11 eV
**Net charge**: 0

---

[4]
Below is C3H4N2O2 as an isolated structure, with properties calculated with ωB97M-V/def2-TZVPD.

Geometry as XYZ:
```
11
Properties=species:S:1:pos:R:3
C 0.23 1.09 -0.04
C 0.22 -0.25 -0.02
N 1.39 -1.03 0.01
C -1.04 -0.94 -0.11
O -2.17 0.47 -0.44
O -2.15 -0.64 0.55
N 0.50 2.24 -0.26
H 2.20 -0.59 -0.41
H 1.62 -1.42 0.91
H 0.18 2.99 0.35
H -0.99 -1.94 -0.55
```

Output
**HOMO level**: -8.72 eV
**Energy relative to the best compared isomer or geometry (same formula, charge and spin)**: 180.6 kcal/mol
**HOMO-LUMO gap**: 0.31110 Eh
**LUMO energy**: -0.26 eV
**Net charge**: 0

---

[5]
Below is one molecule with the formula C6H7NS, with properties calculated with ωB97M-V/def2-TZVPD.

Geometry as XYZ:
```
15
Properties=species:S:1:pos:R:3
C 1.83 -2.46 -0.58
C 0.90 -1.75 -0.40
C -0.31 -0.95 -0.21
C -1.35 0.95 -0.95
C -1.12 1.10 0.56
C -0.36 -0.11 1.01
H 2.79 -2.94 -0.82
H -1.19 -1.60 -0.26
H 0.46 0.06 -1.72
H -2.46 0.75 -1.10
H -1.20 1.81 -1.56
H -1.84 1.75 1.12
H -0.49 -0.63 1.90
N -0.55 -0.17 -1.41
S 0.64 1.33 0.98
```

Output
**HOMO level**: -8.92 eV
**Energy relative to the best compared isomer or geometry (same formula, charge and spin)**: 70.3 kcal/mol
**HOMO-LUMO gap**: 0.35981 Eh
**LUMO energy**: 0.87 eV
**SMILES**: C#C[C@@H]1NC[C@@H]2S[C@H]12
**Net charge**: 0

---

[6]
Below is a 2-piece molecular cluster, C4H12BBr4FNO4S overall, with properties calculated with ωB97M-V/def2-TZVPD.

Geometry as XYZ:
```
28
Properties=species:S:1:pos:R:3
O 1.85 2.21 2.05
S 2.55 2.18 0.82
O 3.46 1.10 0.74
F 3.27 3.59 0.64
N 1.35 2.14 -0.44
B -0.09 2.22 0.21
O -0.73 3.45 0.18
O -0.70 1.07 0.85
H 1.41 1.33 -1.08
H 1.44 3.00 -1.01
H -0.37 3.97 0.93
H -1.53 1.34 1.27
Br -1.21 0.85 -1.27
C -1.33 -0.97 -2.00
C -0.98 -1.01 -3.46
Br -2.44 -0.35 -4.56
H -2.33 -1.32 -1.78
H -0.61 -1.55 -1.42
H -0.83 -2.04 -3.79
H -0.10 -0.43 -3.72
Br 1.16 -3.97 1.04
C 0.50 -2.45 2.07
C -0.96 -2.62 2.42
Br -2.11 -2.26 0.89
H 0.69 -1.56 1.47
H 1.11 -2.42 2.97
H -1.25 -1.89 3.18
H -1.21 -3.61 2.77
```

Output
**HOMO level**: -12.53 eV
**HOMO-LUMO gap**: 0.28970 Eh
**LUMO energy**: -4.65 eV
**Net charge**: +1

---

[7]
Below is C7H21ClI2N5P2Pd as an isolated structure, with properties calculated with ωB97M-V/def2-TZVPD.

Geometry as XYZ:
```
39
Properties=species:S:1:pos:R:3
I 0.12 -3.24 1.69
I -3.66 -1.11 -0.34
Pd 0.42 1.72 0.75
P 2.04 2.91 -0.25
C 1.22 3.55 1.37
C 3.27 1.56 -0.24
H 4.28 2.00 -0.16
H 1.57 4.34 -2.17
H 3.21 1.00 -1.16
H 1.33 2.61 -2.56
H 0.90 2.84 2.21
H 3.12 0.87 0.60
C 1.16 3.35 -1.79
H 2.12 3.97 1.77
H 0.08 3.47 -1.66
H 0.46 4.29 1.24
P -0.80 -2.27 -0.66
C -1.99 -2.74 0.73
C -1.84 -2.37 -2.20
H 0.71 -3.42 -2.09
H -0.66 -4.46 -1.52
H 0.84 -4.29 -0.54
C 0.13 -3.78 -1.24
H -1.18 -2.17 -3.03
H -2.17 -3.40 -2.21
H -2.20 -3.80 0.71
H -2.99 -2.21 0.77
H -2.69 -1.69 -2.28
H -1.68 -2.36 1.76
Cl 0.45 0.14 -1.10
N -0.80 1.50 5.74
N -1.19 1.30 4.45
N -2.48 1.08 4.02
C -2.24 0.73 2.74
N -0.95 0.81 2.40
N -0.26 1.17 3.48
H 0.18 1.19 5.82
H -1.34 0.89 6.39
H -2.98 0.36 2.06
```

Output
**HOMO level (spin up / spin down)**: -17.05 / -18.38 eV
**Energy relative to the best compared isomer or geometry (same formula, charge and spin)**: 119.9 kcal/mol
**HOMO-LUMO gap (spin up / spin down)**: 0.16685 / 0.18146 Eh
**LUMO energy (spin up / spin down)**: -12.51 / -13.44 eV
**Spin multiplicity**: 5
**Net charge**: +3

---

[8]
Below is C27H20Cl3MnN5O3S as an isolated structure, with properties calculated with ωB97M-V/def2-TZVPD.

Geometry as XYZ:
```
60
Properties=species:S:1:pos:R:3
Mn 0.33 -0.39 -0.01
Cl -5.74 2.75 -1.80
C -4.41 2.01 -0.98
C -3.91 2.61 0.19
C -2.86 2.05 0.87
C -2.22 0.89 0.38
O -1.20 0.39 1.01
C -2.76 0.28 -0.78
C -2.31 -1.04 -1.11
N -1.21 -1.54 -0.65
C -0.93 -2.91 -0.81
C -1.74 -3.88 -1.35
C -1.29 -5.21 -1.43
C -0.06 -5.58 -0.97
C 0.79 -4.61 -0.40
C 2.08 -4.89 0.11
C 2.83 -3.87 0.63
C 2.30 -2.57 0.67
N 1.10 -2.27 0.23
C 0.34 -3.28 -0.31
C -3.86 0.85 -1.45
H -4.38 3.51 0.55
H -2.48 2.50 1.78
H -2.97 -1.65 -1.71
H -2.74 -3.65 -1.70
H -1.95 -5.95 -1.86
H 0.28 -6.60 -1.04
H 2.47 -5.90 0.06
H 3.83 -4.04 1.01
H 2.89 -1.75 1.05
H -4.27 0.36 -2.32
C 0.53 1.10 4.90
N 0.51 1.93 3.70
C 0.24 3.28 3.66
C 0.31 3.66 2.38
N 0.66 2.54 1.62
C 0.77 1.47 2.46
S 1.18 -0.15 2.15
C 0.83 2.65 0.21
C 1.40 3.82 -0.26
C 1.36 4.07 -1.62
C 0.72 3.17 -2.45
C 0.25 1.99 -1.90
N 0.34 1.71 -0.59
H 0.10 1.68 5.71
H 1.55 0.81 5.14
H -0.07 0.21 4.72
H -0.01 3.83 4.54
H 0.12 4.61 1.91
H 1.87 4.51 0.42
H 1.80 4.98 -2.02
H 0.62 3.35 -3.51
H -0.21 1.23 -2.52
Cl 4.28 -1.73 -2.41
C 3.10 -0.49 -2.85
Cl 3.86 1.09 -3.11
C 2.07 -0.39 -1.75
O 0.88 -0.72 -2.00
O 2.38 0.00 -0.60
H 2.63 -0.79 -3.78
```

Output
**HOMO level (spin up / spin down)**: -10.30 / -10.32 eV
**HOMO-LUMO gap (spin up / spin down)**: 0.25434 / 0.25417 Eh
**LUMO energy (spin up / spin down)**: -3.38 / -3.40 eV
**Net charge**: +1

---

Quick rundown of maximum force, same order as above: 1.92; 1.04; 4.94; 1.44; 3.24; 6.97; 4.36; 0.61 eV Å⁻¹